Record 1
{
  "formula": "C4H9NOS",
  "method": "ωB97M-V with the def2-TZVPD basis set",
  "elements": ["N", "C", "O", "C", "C", "C", "S", "H", "H", "H", "H", "H", "H", "H", "H", "H"],
  "xyz": [[2.1576, 1.0389, 0.2845], [1.8383, -0.0727, -0.4354], [2.7026, -0.7947, -0.8887], [0.3786, -0.4035, -0.6759], [-0.7360, 0.4585, -0.0328], [-1.5866, -0.2930, 0.9929], [-2.3923, -1.7892, 0.3110], [3.1240, 1.3161, 0.2772], [1.4758, 1.7414, 0.5283], [0.2715, -0.3333, -1.7550], [0.2867, -1.4613, -0.4696], [-0.3063, 1.3288, 0.4656], [-1.3723, 0.8431, -0.8261], [-0.9216, -0.6016, 1.7981], [-2.3944, 0.3340, 1.3497], [-2.5255, -1.3116, -0.9238]],
  "nbo_charge": [-0.8283, 0.6777, -0.6157, -0.5270, -0.4001, -0.5005, -0.0437, 0.4047, 0.3862, 0.2406, 0.2562, 0.1921, 0.2075, 0.2204, 0.2175, 0.1124],
  "de_lowest_ev": 0.369,
  "smiles": "NC(=O)CCCS",
  "homo_energy_ev": -9.27
}

Record 2
{
  "formula": "C4H9NP",
  "method": "ωB97M-V with the def2-TZVPD basis set",
  "elements": ["C", "C", "C", "C", "N", "P", "H", "H", "H", "H", "H", "H", "H", "H", "H"],
  "xyz": [[0.7690, -0.9767, 0.3013], [-0.4613, 1.0990, 0.7987], [0.8505, 0.4290, 0.1855], [-0.6061, -1.2988, -0.1322], [0.4797, 0.6215, -1.2407], [-1.6863, 0.0983, -0.1551], [1.5915, -1.4192, -0.2618], [0.8179, -1.4382, 1.3111], [-0.6292, 0.8647, 1.8506], [-0.3631, 2.1109, 0.4628], [1.6769, 0.9845, 0.5804], [-0.9777, -2.3074, -0.5609], [0.4468, 1.5874, -1.6567], [0.9666, -0.0112, -2.0045], [-2.8752, -0.3438, 0.5214]],
  "nbo_charge": [-0.5494, -0.6614, -0.0534, -0.1393, -0.9058, 0.8131, 0.2770, 0.3026, 0.2597, 0.2599, 0.2437, 0.2746, 0.4121, 0.4052, 0.0612],
  "de_lowest_ev": 2.824,
  "homo_energy_ev": [-13.31, -13.31],
  "total_charge": 1
}

Record 3
{
  "formula": "C2H8NO",
  "method": "ωB97M-V with the def2-TZVPD basis set",
  "elements": ["O", "H", "C", "N", "C", "H", "H", "H", "H", "H", "H", "H"],
  "xyz": [[0.1443, -2.9243, 1.9803], [0.1221, -1.9864, 1.7265], [-1.2079, 0.2026, -0.5234], [0.0094, 0.2425, 0.3045], [1.0723, 1.0159, -0.3412], [-2.0768, -0.1377, 0.0410], [-1.4492, 1.2158, -0.8466], [-1.1505, -0.5236, -1.3392], [0.2516, -0.7400, 0.3720], [1.7231, 0.4028, -0.9885], [1.7674, 1.3026, 0.4638], [0.7944, 1.9298, -0.8490]],
  "nbo_charge": [-1.3767, 0.3848, -0.5748, -0.6761, -0.9951, 0.1676, 0.1514, 0.1507, 0.3575, 0.1408, 0.1589, 0.1110],
  "spin_multiplicity": 2,
  "de_lowest_ev": 0.828,
  "homo_energy_ev": [4.17, 0.41],
  "total_charge": -2
}